[1]
Computed, not measured: C11H27I2OP2Re as an isolated structure, with ωB97M-V/def2-TZVPD.

The geometry in XYZ format:
```
44
Properties=species:S:1:pos:R:3:forces:R:3:lowdin_charge:R:1
I -3.348 0.344 -1.653 0.45 0.07 0.20 0.91
I 2.471 0.418 -2.079 -0.89 -0.32 0.97 1.29
Re -0.634 0.333 -1.000 0.29 -0.47 -0.74 0.56
P -0.843 -1.985 -1.476 -0.30 -3.73 -0.31 0.65
C -0.897 -2.855 0.128 -0.24 0.39 0.40 -0.20
C -2.185 -2.694 -2.498 0.07 0.72 0.11 -0.27
H -2.007 -3.763 -2.662 -0.08 0.23 0.15 0.08
H 0.356 -3.843 -2.494 0.07 0.50 -0.01 0.09
H -2.196 -2.172 -3.458 -0.04 -0.19 -0.05 0.06
H 0.945 -2.211 -3.077 0.05 -0.57 -0.03 0.03
H -1.791 -2.562 0.696 0.24 -0.17 -0.05 0.07
H -3.144 -2.527 -2.000 -0.04 -0.27 -0.05 0.02
C 0.621 -2.809 -2.213 0.23 0.85 -0.08 -0.23
H -0.927 -3.942 -0.052 0.04 0.30 -0.05 0.09
H 1.419 -2.833 -1.460 -0.10 -0.01 -0.18 0.06
H 0.008 -2.596 0.706 -0.39 -0.18 -0.18 0.05
P -0.605 2.658 -1.223 -1.06 4.31 -0.15 0.65
C -0.796 3.553 0.365 0.05 -0.53 0.26 -0.21
C 0.835 3.538 -1.946 0.27 -0.90 -0.07 -0.25
H -1.979 2.856 -3.217 -0.03 0.23 0.02 0.05
H -1.738 4.444 -2.427 -0.11 -0.26 0.12 0.08
H -2.917 3.257 -1.760 0.13 0.17 -0.03 0.03
C -1.947 3.380 -2.256 0.10 -0.55 -0.08 -0.28
H 1.133 3.030 -2.872 -0.02 0.44 0.01 0.02
H 0.544 4.581 -2.146 0.08 -0.41 0.06 0.09
H -0.762 4.638 0.184 -0.01 -0.30 -0.09 0.09
H 0.028 3.276 1.036 -0.19 0.14 -0.06 0.07
H 1.665 3.514 -1.232 -0.05 0.10 -0.09 0.06
H -1.747 3.290 0.846 0.20 0.12 -0.10 0.07
C -1.252 0.375 0.822 -1.03 0.42 6.19 -0.35
O -1.489 0.431 1.976 0.89 -0.32 -5.62 0.20
C 1.145 -0.498 4.433 -0.34 0.00 -0.08 -0.09
C 1.614 -0.711 2.999 0.35 -0.01 0.16 -0.36
C 2.735 -1.743 2.891 -0.14 -0.33 -0.12 -0.10
C 1.121 0.102 -0.352 1.35 0.19 -0.45 -0.62
H 0.557 -1.353 4.776 0.12 0.02 0.03 0.09
H 0.501 0.381 4.490 0.04 0.00 0.18 0.07
H 1.987 -0.373 5.118 -0.11 0.07 -0.16 0.09
H 1.961 0.243 2.586 0.11 0.22 0.08 0.09
H 2.334 -2.759 2.978 0.09 0.13 0.04 0.08
H 3.253 -1.677 1.926 0.09 -0.07 0.13 0.06
H 3.472 -1.627 3.696 -0.13 0.12 -0.32 0.09
H 1.742 -0.099 0.520 0.07 -0.03 0.11 -0.03
H 0.757 -1.013 2.380 -0.09 -0.13 -0.05 0.05
```
Forces are in eV/Å.

Results
* HOMO energy (alpha / beta): -18.93 / -18.92 eV
* multiplicity: 4
* total charge: +3
* relative energy (zero: lowest compared OMol25 entry of this formula, charge and spin): 0.0 kcal per mole
* LUMO (alpha / beta): -12.1 / -15.2 eV
* E_tot: -50769.3763 eV

=====

[2]
Computed, not measured: a 2-piece molecular cluster, C21H21N3 overall, with ωB97M-V/def2-TZVPD.

The geometry in XYZ format:
```
45
Properties=species:S:1:pos:R:3:forces:R:3:lowdin_charge:R:1
C 0.723 3.413 -1.511 -0.20 0.15 -0.07 0.02
C 0.225 2.641 -0.349 -1.45 0.35 0.49 -0.14
N -0.874 2.987 0.392 1.08 -0.22 -0.96 0.01
C -1.758 4.118 0.124 0.26 0.01 -0.17 0.02
C -1.098 2.024 1.392 0.44 -1.08 0.30 -0.13
C -0.077 1.066 1.292 -0.30 -0.06 0.60 -0.10
C -0.114 -0.072 2.101 0.07 0.35 -0.40 0.00
C -1.137 -0.223 3.002 -0.23 0.10 0.11 -0.06
C -2.148 0.733 3.100 0.21 -0.22 0.10 -0.07
C -2.142 1.853 2.305 0.21 0.75 -0.71 0.00
C 0.767 1.445 0.176 1.59 -1.43 -0.32 -0.10
C 1.743 0.644 -0.453 -2.09 1.11 0.57 0.13
C 2.370 -0.532 0.081 0.50 -0.84 0.41 -0.20
C 2.834 -0.618 1.412 -0.29 0.36 -0.61 -0.05
C 3.446 -1.760 1.871 0.18 -0.04 0.11 -0.07
C 3.615 -2.849 1.031 0.00 -0.02 0.00 -0.06
C 3.159 -2.797 -0.274 0.08 -0.26 0.07 -0.06
C 2.558 -1.658 -0.749 -0.23 0.85 -0.06 -0.01
H 1.494 2.865 -2.055 -0.12 0.01 0.18 0.09
H -0.086 3.636 -2.209 -0.05 -0.02 0.04 0.10
H 1.150 4.364 -1.189 0.02 0.04 0.03 0.10
H -2.579 4.145 0.840 0.21 -0.15 -0.03 0.09
H -1.198 5.050 0.195 -0.01 0.02 0.04 0.10
H -2.174 4.035 -0.879 -0.03 -0.05 0.01 0.10
H 0.631 -0.836 1.987 0.01 -0.16 0.09 0.10
H -1.163 -1.099 3.629 -0.07 -0.15 0.07 0.11
H -2.955 0.577 3.795 -0.15 0.04 0.13 0.11
H -2.940 2.572 2.363 -0.24 0.12 0.06 0.10
H 1.910 0.840 -1.500 0.24 0.18 -0.20 0.12
H 2.705 0.228 2.065 0.02 0.20 0.13 0.12
H 3.809 -1.804 2.885 0.03 0.02 0.14 0.11
H 4.108 -3.736 1.394 0.05 -0.14 0.07 0.11
H 3.275 -3.651 -0.920 -0.01 -0.09 -0.10 0.11
H 2.177 -1.627 -1.754 -0.09 0.02 -0.27 0.12
C -2.143 -3.996 -2.355 -0.21 -0.13 -0.28 -0.09
C -1.893 -2.542 -2.221 -0.09 0.74 -0.14 -0.44
C -1.050 -1.907 -1.340 -0.07 0.02 -0.24 -0.22
N -1.157 -0.560 -1.529 1.08 1.04 1.00 -0.02
C -2.055 -0.428 -2.503 0.02 -0.59 0.03 -0.37
N -2.535 -1.581 -2.961 -0.45 -0.68 -0.41 0.03
H -1.380 -4.580 -1.841 0.02 -0.01 0.06 0.06
H -3.117 -4.257 -1.940 -0.08 -0.16 0.02 0.06
H -2.147 -4.287 -3.406 -0.02 -0.09 -0.05 0.06
H -0.402 -2.372 -0.613 0.13 0.12 0.19 0.07
H -2.378 0.536 -2.880 0.02 0.00 -0.04 0.06
```
Forces are in eV/Å.

Results
* HOMO energy: -5.72 eV
* multiplicity: 1
* relative energy (zero: lowest compared OMol25 entry of this formula, charge and spin): 51.2 kcal per mole
* LUMO: -2.1 eV
* E_tot: -26585.6412 eV

=====

[3]
Computed, not measured: C18H44CrLi2N4O10 as an isolated structure, with ωB97M-V/def2-TZVPD.

The geometry in XYZ format:
```
79
Properties=species:S:1:pos:R:3:forces:R:3:lowdin_charge:R:1
Li 1.821 -0.067 -4.646 0.23 -0.34 1.40 0.83
Li 3.226 -0.839 -1.135 -0.73 -0.68 -0.45 0.71
Cr -0.530 2.901 -0.142 0.02 -0.25 0.20 0.70
C 5.161 -1.884 -4.295 -0.68 0.39 -0.64 0.00
C 4.010 -1.654 -3.265 2.37 -0.87 -1.09 -0.75
O 3.271 -0.642 -3.330 -1.24 1.76 -0.95 -0.18
O 3.936 -2.469 -2.353 -0.10 -0.50 1.08 -0.03
H 6.161 -1.912 -3.861 -0.30 -0.21 0.44 0.08
H 5.226 -1.135 -5.085 -0.30 0.35 0.17 0.06
H 4.989 -2.811 -4.842 0.03 -0.26 0.35 0.08
N 0.391 0.262 -1.877 1.63 -2.55 -1.34 -0.56
O 1.142 -0.506 -1.260 0.20 0.29 0.49 -0.04
O 0.253 0.095 -3.111 -0.03 0.75 -0.34 -0.06
O -0.252 1.093 -1.274 -1.42 2.12 0.77 -0.09
C -3.070 -1.025 -4.776 -0.18 1.37 -1.20 -0.07
C -4.158 -1.319 -3.755 1.00 -0.16 -0.55 -0.43
C -4.805 -2.664 -4.019 -1.33 0.37 -0.60 -0.18
O -5.635 -2.607 -5.266 1.82 -0.54 2.35 -0.20
C -6.523 -3.730 -5.334 0.32 1.42 -2.27 -0.11
N -3.513 -1.338 -2.437 -0.44 -0.18 0.57 0.03
H -2.528 -1.898 -5.139 -0.06 -0.07 0.14 0.08
H -2.368 -0.267 -4.428 0.32 -0.29 0.66 0.05
H -3.442 -0.455 -5.628 -0.45 -0.60 -0.51 0.08
H -4.938 -0.558 -3.792 0.06 0.07 0.19 0.14
H -5.395 -2.906 -3.135 -0.61 0.04 -0.13 0.12
H -4.045 -3.445 -4.020 0.18 -0.21 -0.70 0.12
H -6.770 -3.784 -6.395 -0.09 0.11 -0.34 0.08
H -7.477 -3.401 -4.923 0.11 -1.09 1.06 0.09
H -5.998 -4.680 -5.236 -0.48 -0.10 1.27 0.09
H -2.712 -1.950 -2.503 0.10 -0.51 0.02 0.06
H -3.056 -0.447 -2.299 -0.21 0.39 0.07 0.05
C -0.539 0.165 1.757 0.75 0.06 -0.21 -0.01
O -0.351 1.615 1.701 -1.44 -1.98 -0.15 -0.25
C -0.328 2.194 2.949 2.30 1.94 2.19 -0.23
C -0.084 3.707 2.798 -1.46 -0.66 1.35 -0.17
N -0.848 4.198 1.671 0.56 1.43 -1.12 -0.14
C -0.556 5.603 1.409 -0.02 1.64 -0.71 -0.20
C -0.776 6.665 2.556 -1.20 -1.68 -0.07 -0.14
O -2.048 6.378 3.244 0.83 0.63 -0.83 -0.20
C -2.702 7.539 3.759 -0.09 0.41 0.56 -0.11
H -1.367 -0.205 2.361 -0.13 0.72 0.35 0.11
H 0.404 -0.209 2.156 -0.05 -0.37 -0.04 0.08
H -0.717 -0.235 0.759 0.32 0.43 -0.03 0.08
H 0.522 1.905 3.568 0.77 -0.69 -0.48 0.10
H -1.048 2.019 3.748 -1.55 -0.37 -1.13 0.14
H 0.950 4.052 2.801 0.19 -0.46 -0.97 0.14
H -0.426 4.149 3.734 -0.36 0.16 0.14 0.13
H -1.843 4.329 1.779 -0.49 -1.23 1.04 0.13
H -1.204 5.830 0.562 -0.10 0.47 0.04 0.11
H 0.452 5.716 1.011 0.22 0.05 0.25 0.12
H -0.815 7.656 2.104 0.18 0.00 0.06 0.12
H 0.057 6.555 3.250 -0.07 0.40 0.28 0.11
H -2.929 8.333 3.047 0.26 -0.25 -0.64 0.09
H -2.151 8.034 4.559 0.48 -0.19 0.07 0.09
H -3.663 7.302 4.215 0.10 -0.67 -0.22 0.09
C 3.130 0.853 3.729 -0.05 0.15 0.61 -0.15
O 3.393 0.244 2.494 -0.05 -2.30 0.68 -0.17
C 3.334 -1.209 2.726 -1.37 -0.10 -2.47 -0.17
C 3.898 -2.029 1.536 0.75 0.65 1.03 -0.17
N 3.115 -2.338 0.330 0.25 0.60 0.65 -0.14
C 1.910 -3.143 0.517 0.75 -0.26 0.52 -0.18
C 2.162 -4.516 1.210 -0.68 0.08 0.62 -0.17
O 1.905 -4.564 2.630 0.08 1.02 -0.25 -0.21
C 0.559 -4.309 3.097 1.15 -0.75 -0.69 -0.07
H 3.737 0.424 4.526 0.97 0.49 -0.08 0.09
H 2.169 0.612 4.182 -0.82 0.11 -0.66 0.07
H 3.235 1.929 3.592 0.12 -0.11 0.31 0.10
H 2.297 -1.545 2.729 -0.56 0.44 0.59 0.10
H 3.750 -1.575 3.665 0.52 0.60 -0.02 0.13
H 4.218 -2.944 2.037 0.41 -0.19 -0.23 0.12
H 4.739 -1.423 1.200 0.51 -0.46 -0.03 0.12
H 3.702 -2.948 -0.221 0.49 0.24 -0.34 0.08
H 1.585 -3.312 -0.509 -0.66 0.04 0.22 0.12
H 1.249 -2.508 1.107 -0.59 -0.40 -0.30 0.09
H 3.193 -4.858 1.123 0.22 0.41 -0.03 0.12
H 1.617 -5.300 0.685 -0.56 -0.03 0.06 0.12
H 0.084 -3.446 2.629 -0.03 -0.03 -0.23 0.07
H 0.625 -4.109 4.166 0.03 -0.23 -0.08 0.09
H 0.033 -5.239 2.883 -0.66 0.25 0.24 0.09
```
Forces are in eV/Å.

Results
* HOMO energy (alpha / beta): -9.71 / -11.11 eV
* multiplicity: 6
* total charge: +1
* LUMO (alpha / beta): -2.7 / -2.8 eV
* E_tot: -74635.7264 eV

=====

[4]
Computed, not measured: one molecule with the formula C4H4O3S, with ωB97M-V/def2-TZVPD.

The geometry in XYZ format:
```
12
Properties=species:S:1:pos:R:3:forces:R:3:lowdin_charge:R:1
O 1.932 -1.385 0.787 -1.12 0.22 -1.25 0.09
C 1.354 -1.554 -0.254 -0.14 -1.08 0.17 -0.28
O 0.100 -1.075 -0.623 3.48 -3.16 -2.71 -0.03
C -0.630 -0.321 0.157 -1.79 0.64 2.04 -0.46
C -2.123 -0.477 -0.243 -1.08 1.19 0.28 -0.13
O -2.993 0.143 0.320 0.74 -0.44 0.04 0.07
C -0.222 1.058 0.248 3.44 2.59 -1.09 -0.53
S 1.219 1.788 -0.197 -2.29 -1.42 0.35 0.73
H 1.664 -2.296 -1.059 -0.19 1.14 0.73 0.17
H -0.448 -0.559 1.219 -0.64 -0.58 0.27 0.18
H -2.435 -1.050 -1.147 0.90 -0.25 0.31 0.15
H -0.875 1.617 0.833 -1.31 1.13 0.87 0.04
```
Forces are in eV/Å.

Results
* HOMO energy: -9.17 eV
* structure (SMILES): O=CO[C@H](C=O)C=S
* multiplicity: 1
* relative energy (zero: lowest compared OMol25 entry of this formula, charge and spin): 55.8 kcal per mole
* LUMO: -0.7 eV
* E_tot: -21188.2925 eV

=====

[5]
Computed, not measured: one molecule with the formula C5H13N3O, with ωB97M-V/def2-TZVPD.

The geometry in XYZ format:
```
22
Properties=species:S:1:pos:R:3:forces:R:3:lowdin_charge:R:1
C -0.748 -0.771 -0.222 -3.41 0.58 -1.33 -0.47
C -0.481 1.000 0.019 4.32 -0.70 0.67 -0.26
C 1.293 0.498 0.429 -0.75 1.19 -0.32 -0.15
C -0.707 -1.737 0.918 0.11 0.27 -0.32 -0.01
C 2.144 0.671 -0.813 -0.04 -0.21 -0.15 -0.15
N -0.410 -1.211 -1.492 1.68 -0.03 0.53 0.13
N -0.935 1.772 1.068 -0.36 -0.79 0.27 0.05
N -1.903 0.065 -0.375 -2.28 -2.34 0.47 -0.13
O -2.880 -0.186 0.448 2.05 1.39 -0.17 -0.15
H -0.262 1.465 -0.945 -0.27 -0.14 0.04 0.12
H -0.217 -2.192 -1.629 0.25 0.49 -0.11 0.11
H -0.575 -0.576 -2.260 -0.29 -0.53 0.04 0.11
H -0.455 2.645 1.231 -0.57 -0.19 0.28 0.10
H -1.880 1.512 1.363 0.25 0.87 0.07 0.08
H 1.553 1.246 1.181 -0.22 0.24 -0.09 0.08
H 1.514 -0.442 0.932 -0.60 -0.28 -0.23 0.07
H -1.603 -2.359 0.861 0.06 0.06 -0.05 0.09
H 0.192 -2.346 0.855 0.02 -0.03 0.14 0.08
H -0.754 -1.187 1.853 0.06 -0.03 0.10 0.09
H 1.991 1.651 -1.269 0.02 0.00 0.00 0.07
H 3.210 0.570 -0.592 -0.01 0.06 0.10 0.07
H 1.913 -0.092 -1.561 -0.02 0.12 0.06 0.05
```
Forces are in eV/Å.

Results
* HOMO energy (alpha / beta): -7.80 / -7.80 eV
* multiplicity: 1
* relative energy (zero: lowest compared OMol25 entry of this formula, charge and spin): 158.4 kcal per mole
* LUMO (alpha / beta): 0.7 / 0.7 eV
* E_tot: -11907.7480 eV

=====

[6]
Computed, not measured: a 2-piece molecular cluster, C21H32BN3O6 overall, with ωB97M-V/def2-TZVPD.

The geometry in XYZ format:
```
63
Properties=species:S:1:pos:R:3:forces:R:3:lowdin_charge:R:1
H 4.901 -1.831 -4.273 0.07 -0.99 0.64 0.02
N 5.116 -2.742 -3.784 -5.74 -1.83 1.20 0.07
C 3.923 -3.345 -3.379 3.99 1.42 -1.11 -0.28
C 4.093 -4.799 -2.612 -0.84 1.02 0.84 -0.09
C 2.434 -2.626 -3.634 0.21 -1.22 0.90 -0.09
C 2.025 -1.647 -2.385 -0.32 3.94 0.43 -0.04
C 2.059 -0.130 -2.425 -0.27 -4.18 0.06 -0.03
C 2.478 0.668 -3.792 -1.26 0.48 0.50 -0.06
B 4.052 1.129 -3.883 2.16 0.38 -0.99 -0.42
O 4.736 0.890 -5.204 -3.19 -0.33 1.92 0.02
O 4.840 1.793 -2.820 -1.19 -3.03 -1.76 0.05
C 1.595 0.648 -1.016 2.22 2.78 1.57 -0.13
O 2.224 1.717 -0.522 -4.24 -6.66 -3.33 0.01
C 0.287 -0.085 -0.272 0.03 -2.83 -0.46 -0.02
C -0.818 0.928 0.379 1.31 0.20 0.96 -0.09
C -0.712 0.735 2.033 -0.37 -1.14 -0.37 -0.19
O 0.409 1.498 2.608 -2.48 -0.78 0.83 -0.21
C 0.202 1.695 4.054 0.78 1.93 1.03 -0.27
C 0.898 3.168 4.418 0.29 -0.66 0.14 -0.13
C 0.207 -1.602 -0.252 0.89 4.20 -0.62 -0.06
N -0.979 -2.312 0.357 0.40 0.34 -3.22 -0.09
C -0.875 -3.819 0.292 -1.16 -1.98 -0.22 -0.10
C -2.278 -2.013 -0.424 -5.22 0.63 3.98 -0.29
C -2.340 -1.641 -2.019 -0.63 -0.51 0.84 -0.02
O -3.402 -2.033 0.335 6.98 0.03 -5.07 -0.05
C 1.523 -2.341 -0.948 2.63 -3.02 1.32 -0.13
O 2.208 -3.360 -0.432 -4.43 5.90 -3.03 -0.02
H 3.048 -5.364 -2.603 2.39 1.10 -0.12 0.08
H 4.973 -5.457 -3.014 -1.85 1.52 0.43 0.08
H 4.340 -4.535 -1.478 -0.61 -0.58 -2.46 0.09
H 2.457 -2.113 -4.685 -0.01 -0.67 2.28 0.11
H 1.634 -3.510 -3.697 1.66 1.97 0.23 0.12
H 1.805 1.654 -3.820 1.46 -1.99 0.11 0.14
H 2.202 0.077 -4.790 0.38 0.98 2.44 0.11
H 4.067 0.467 -5.851 1.66 1.08 1.60 0.11
H 5.301 1.083 -2.282 -0.74 1.33 -0.80 0.12
H -0.490 2.052 0.155 -0.71 -2.54 0.34 0.14
H -1.927 0.749 0.000 2.43 0.16 0.83 0.12
H -0.516 -0.409 2.233 -0.54 2.13 -0.37 0.13
H -1.746 1.005 2.518 2.00 -0.20 -0.84 0.11
H -0.922 1.795 4.375 2.06 -0.41 -0.97 0.09
H 0.717 0.879 4.728 -0.95 1.31 -1.59 0.12
H 0.723 3.350 5.576 0.36 -0.22 -2.42 0.08
H 0.433 4.033 3.780 0.86 -1.92 1.40 0.05
H 2.063 3.146 4.210 -2.40 -0.12 0.47 0.08
H -0.551 -4.198 -0.793 -0.35 0.75 2.42 0.11
H -0.237 -4.309 1.148 -0.98 1.34 -1.89 0.12
H -1.985 -4.236 0.431 2.47 0.99 -0.14 0.12
H -2.071 -0.507 -2.129 -0.26 -2.31 0.02 0.09
H -3.458 -1.812 -2.387 2.49 0.41 1.06 0.11
H -1.646 -2.376 -2.608 -1.06 1.70 1.07 0.09
C -5.135 2.215 2.632 -0.06 -0.12 -0.06 -0.11
C -5.435 3.154 3.796 -0.09 -0.40 -0.06 -0.27
C -4.654 4.467 3.718 1.02 -0.40 0.18 -0.19
C -3.162 4.180 3.749 8.32 -1.27 0.15 -0.11
N -1.924 3.941 3.774 -10.19 1.94 -0.27 0.15
H -4.084 1.910 2.619 -0.10 0.10 0.00 0.05
H -5.736 1.304 2.714 0.08 0.14 -0.06 0.08
H -5.368 2.692 1.673 0.05 -0.08 0.10 0.08
H -5.203 2.639 4.736 -0.04 0.20 -0.09 0.11
H -6.508 3.376 3.806 0.16 0.11 0.06 0.11
H -4.914 5.110 4.565 0.25 -0.03 -0.13 0.11
H -4.898 5.006 2.796 0.21 -0.07 0.10 0.12
```
Forces are in eV/Å.

Results
* HOMO energy: -8.98 eV
* structure (SMILES): [H]/N=C(/C)CC1=C(CB(O)O)C(=O)C(CCOCC)=C(N(C)C(C)=O)C1=O.CCCC#N
* multiplicity: 1
* LUMO: -1.5 eV
* E_tot: -39715.5699 eV